No. 1
Formula: C7H14O2
Source: OMol25
Level of theory: ωB97M-V/def2-TZVPD

Output
ΔE to the lowest compared entry with this formula, charge and spin, kcal/mol: 241.8
Molecular weight, g/mol: 130.19
Largest force on an atom, eV/A: 7.21
Total charge: 0
LUMO, Ha: 0.0258
Orbital gap, eV: 8.28
E_tot, eV: -11570.8251

```
23
Properties=species:S:1:pos:R:3:forces:R:3:lowdin_charge:R:1
C -3.430619 0.019756 0.179832 -0.1 2.4 -3.0 -0.11
C -2.062295 -0.537378 0.544598 -0.9 -1.2 1.3 -0.33
C -0.092346 0.364875 -0.192522 -4.8 -0.3 -2.3 -0.36
C -0.692082 1.744323 -0.248556 2.0 3.6 2.2 -0.04
C 1.101321 -0.167586 -0.281205 -4.1 -1.5 1.1 -0.52
C 1.034306 -1.652928 -0.289449 4.4 -4.4 -0.3 -0.04
C 3.369128 0.245577 0.545952 -2.6 -4.8 -1.0 -0.02
H -3.907900 -0.720060 -0.482002 -0.3 0.4 0.5 0.06
H -3.887765 0.120306 1.149731 -0.9 0.2 0.0 0.05
H -3.533397 1.130462 -0.505333 0.6 -3.3 2.4 0.14
H -1.714168 0.041098 1.456142 -0.1 -1.1 -0.8 0.12
H -2.322498 -1.646792 0.782066 0.6 1.7 0.3 0.15
H -0.702585 2.089596 1.089340 -0.2 -0.4 -4.2 0.17
H -1.755803 2.108309 -0.775237 3.2 -1.8 1.5 0.11
H 0.227698 2.351617 -0.749679 -2.4 -0.7 1.4 0.10
H 0.244975 -2.395454 -1.167481 3.0 2.8 2.7 0.19
H 2.537277 -1.723500 -0.575783 -4.3 -0.9 0.4 0.15
H 0.988598 -2.263237 0.836542 -0.1 2.0 -3.3 0.13
H 4.104113 -0.557326 -0.185733 -2.3 2.9 2.1 0.13
H 2.957238 -0.558686 1.539606 1.7 3.1 -2.8 0.17
H 3.733494 1.235478 0.653676 1.0 0.3 0.9 0.04
O -1.072774 -0.614484 -0.429927 -0.6 0.6 0.2 -0.17
O 2.031055 0.700528 -0.147292 7.2 0.4 0.8 -0.12
```
Forces are in eV/Å.



No. 2
Formula: C7H14O2Si
Source: OMol25
Level of theory: ωB97M-V/def2-TZVPD

Output
ΔE to the lowest compared entry with this formula, charge and spin, kcal/mol: 0.0
SMILES: C=C(C)C(=O)O[Si](C)(C)C
Molecular weight, g/mol: 158.27
Largest force on an atom, eV/A: 2.38
Total charge: 0
LUMO, Ha: 0.0222
Orbital gap, eV: 10.68
E_tot, eV: -19460.3832

```
24
Properties=species:S:1:pos:R:3:forces:R:3:lowdin_charge:R:1
C 1.131749 1.884746 2.063792 -0.3 0.9 -0.9 0.10
C 1.348981 0.595279 1.936836 0.2 -0.7 0.5 -0.26
C 2.172681 -0.200333 2.923541 -0.5 -0.5 -0.2 -0.04
C 0.624985 -0.154560 0.874226 -1.2 -1.1 0.3 -0.44
O 0.420563 -1.371024 0.944777 0.6 2.3 -0.2 0.06
O 0.075831 0.654104 -0.090425 1.2 -0.2 1.4 -0.09
Si -0.829154 -0.076351 -1.268989 -0.4 -1.2 -1.4 0.43
C 0.285211 -1.399846 -1.985894 -0.1 0.6 0.5 -0.14
C -1.403093 1.086435 -2.629115 1.5 0.5 1.2 -0.15
C -2.311963 -0.801383 -0.477953 -0.4 0.4 0.3 -0.15
H 0.485616 2.431732 1.393057 0.0 -0.2 -0.2 0.08
H 1.637915 2.495405 2.762471 0.4 0.3 1.0 0.06
H 1.569349 -0.978896 3.431806 0.2 0.4 -0.4 0.09
H 2.619477 0.421006 3.692317 0.0 0.2 -0.1 0.08
H 2.955262 -0.730807 2.395800 0.3 -0.2 -0.1 0.08
H -0.306971 -2.191370 -2.428111 0.1 0.0 -0.6 0.04
H 0.838221 -1.853840 -1.171844 0.1 -0.1 0.0 0.02
H 0.995659 -0.899653 -2.643065 0.0 -0.4 -0.4 0.04
H -0.602345 1.812565 -2.852366 -0.4 -0.2 -0.1 0.04
H -2.291871 1.611409 -2.337690 -0.5 0.4 0.1 0.02
H -1.592896 0.488889 -3.490510 -0.2 -0.4 -0.8 0.02
H -2.655833 -1.596577 -1.123752 -0.2 -0.5 0.0 0.04
H -2.050404 -1.172162 0.517620 -0.3 -0.1 -0.2 0.04
H -3.116970 -0.054768 -0.436530 0.1 -0.2 0.2 0.04
```
Forces are in eV/Å.



No. 3
Formula: C7H14O2Si
Source: OMol25
Level of theory: ωB97M-V/def2-TZVPD

Output
ΔE to the lowest compared entry with this formula, charge and spin, kcal/mol: 65.2
SMILES: C=CC(=O)[Si@@](C)(CC)OC
Molecular weight, g/mol: 158.27
Largest force on an atom, eV/A: 3.98
Total charge: 0
LUMO, Ha: 0.0079
Orbital gap, eV: 8.92
E_tot, eV: -19457.5542

```
24
Properties=species:S:1:pos:R:3:forces:R:3:lowdin_charge:R:1
C -3.825539 -0.539538 0.601907 3.2 1.5 -1.9 0.08
C -2.492092 -0.590862 0.520993 -1.0 0.0 1.1 -0.11
C -1.571074 0.427585 -0.049263 0.9 -0.7 0.2 -0.41
O -1.959102 1.477885 -0.494576 -0.5 1.0 -0.4 0.03
Si 0.349658 -0.023918 -0.181771 -0.9 -1.0 -0.5 0.62
C 0.581357 -0.044588 -2.139440 -0.7 -1.5 1.0 -0.14
C 1.575275 1.035776 0.796784 -0.7 -0.6 -2.9 -0.27
C 1.473660 2.465183 0.252340 -1.5 -0.7 2.7 -0.15
O 0.321135 -1.519482 0.570919 0.1 -0.1 -0.7 -0.29
C 1.447908 -2.399350 0.595014 -0.5 2.2 -1.1 -0.12
H -4.451372 -1.252067 0.933104 -1.6 -2.6 1.7 0.03
H -4.288173 0.187170 0.034615 -1.1 1.9 -0.9 0.04
H -2.015671 -1.360798 1.058083 0.7 -1.0 0.3 0.06
H 1.491807 0.530744 -2.353570 -0.6 0.0 -0.6 0.02
H 0.608898 -1.087095 -2.619946 0.4 1.3 1.0 0.05
H -0.409023 0.330323 -2.496195 1.2 0.5 0.0 0.03
H 1.199923 1.090373 1.778306 0.0 -0.4 1.5 0.06
H 2.500194 0.457132 0.674979 0.2 0.6 0.4 0.08
H 1.636746 2.681713 -0.740681 0.4 0.0 -2.3 0.04
H 0.421615 2.710857 0.512450 0.6 0.5 -0.5 0.08
H 2.087125 3.085111 0.845249 0.8 1.0 0.6 0.05
H 1.114205 -3.394910 0.602151 -0.1 -1.3 -0.4 0.08
H 1.999426 -2.165687 1.430496 1.0 0.0 2.7 0.05
H 2.203116 -2.101546 -0.131947 -0.3 -0.7 -1.0 0.08
```
Forces are in eV/Å.



No. 4
Formula: C7H14O3
Source: OMol25
Level of theory: ωB97M-V/def2-TZVPD

Output
ΔE to the lowest compared entry with this formula, charge and spin, kcal/mol: 10.3
SMILES: CC(=O)C(C)(C)CC(O)O
Molecular weight, g/mol: 146.19
Largest force on an atom, eV/A: 0.49
Total charge: 0
LUMO, Ha: 0.0260
Orbital gap, eV: 10.18
E_tot, eV: -13628.7361

```
24
Properties=species:S:1:pos:R:3:forces:R:3:lowdin_charge:R:1
C -2.500915 1.425625 0.656153 0.0 0.3 0.0 -0.01
C -1.003421 1.450469 0.480644 -0.1 -0.3 0.0 -0.41
O -0.366040 2.452334 0.692272 0.1 0.1 0.0 0.10
C -0.336788 0.157001 -0.004017 0.4 0.1 -0.1 -0.48
C -0.634335 0.056911 -1.508678 0.0 0.0 0.1 -0.02
C -0.891351 -1.070469 0.720488 0.1 0.2 -0.1 -0.03
C 1.178070 0.314695 0.227885 0.0 -0.3 -0.1 -0.08
C 2.045411 -0.937816 0.092111 -0.3 0.1 0.4 -0.48
O 3.368281 -0.663847 0.456009 0.3 0.0 0.1 0.01
O 1.987368 -1.421200 -1.225164 -0.1 0.0 -0.3 0.00
H -2.993080 0.884191 -0.145308 -0.1 -0.1 0.0 0.08
H -2.873249 2.446122 0.697109 0.0 0.0 0.0 0.09
H -2.733738 0.937318 1.600711 -0.1 -0.1 0.1 0.09
H -0.405927 0.997869 -2.005043 0.0 0.1 -0.1 0.10
H -0.014909 -0.721341 -1.943546 0.0 0.0 -0.1 0.08
H -1.679421 -0.185056 -1.685232 -0.1 0.0 -0.1 0.08
H -0.639814 -1.039755 1.778489 0.0 -0.1 0.2 0.10
H -0.468358 -1.971607 0.284778 0.0 -0.1 0.0 0.09
H -1.970936 -1.131179 0.619206 -0.1 0.0 0.0 0.08
H 1.340844 0.696824 1.238319 0.1 0.0 -0.1 0.14
H 1.553696 1.062579 -0.474410 0.1 0.1 0.1 0.14
H 1.729468 -1.718481 0.800451 0.1 0.1 -0.1 0.15
H 3.674931 0.109192 -0.034903 -0.1 0.0 0.0 0.10
H 2.634213 -2.130381 -1.318325 0.0 0.0 0.1 0.11
```
Forces are in eV/Å.